Below is 12 unconnected molecules or ions with the total composition C15H50F3N22O13 at a distorted geometry, with properties calculated with wB97M-V/def2-TZVPD.

Geometry as XYZ:
```
103
Properties=species:S:1:pos:R:3:forces:R:3
H -5.7444 4.0143 -0.3878 0.2 -0.2 0.4
H -3.2963 1.7657 -0.0317 0.3 0.6 -0.1
O 0.3107 5.5223 -1.4047 0.8 0.5 0.0
O 0.4234 -5.0770 5.0581 -0.5 0.3 -0.5
C -4.2978 4.4376 -1.6761 -1.1 1.6 -1.7
O 3.9593 1.5696 4.6518 -0.9 1.2 -0.7
H -2.8072 1.7348 3.3344 -0.7 -0.5 -0.1
H -0.5746 4.0834 3.1289 -0.4 0.2 0.0
N 4.8467 0.3342 -3.9134 -0.4 0.3 0.6
H 5.9617 -5.9728 1.5060 -0.7 -0.2 -0.2
H 4.5567 -2.9766 1.8845 -0.5 0.5 0.0
N 1.0546 -3.0231 4.3553 0.5 1.7 0.3
H 1.9496 2.9773 3.7516 0.3 -0.1 0.0
C -2.5414 3.5040 2.4355 1.3 1.8 1.3
C -3.4964 -3.1116 1.0433 -0.6 -0.5 -0.4
N 0.2234 4.2627 0.4129 0.7 0.1 1.1
C 0.3254 5.4647 -0.1762 -1.7 0.7 -2.1
C 4.2161 -4.8847 1.3634 -1.7 -0.4 -2.2
N -3.2489 2.4101 2.7452 -1.1 0.2 -0.8
N -2.9996 4.7968 -1.6623 1.5 -0.2 0.1
H -1.3213 2.6411 3.7372 0.9 0.3 0.4
O 3.3824 1.1606 -5.4597 0.1 0.3 0.3
H -1.1635 3.0471 -2.1619 -0.2 -0.1 -0.4
O -4.9736 4.4474 -2.7002 0.1 -0.6 0.4
C 0.2605 -0.7935 0.8108 -0.7 -2.7 0.0
H -0.2931 7.3155 -0.0409 0.2 0.3 0.4
H 5.5886 0.8833 -4.3093 0.0 -0.1 0.1
C 1.3978 -0.1402 -0.0178 0.4 -1.9 1.7
H -2.5352 5.0559 -2.5157 -0.1 0.0 0.1
H 0.2102 6.7042 1.5313 -0.2 0.0 -0.1
H 1.8741 -5.2166 -0.1046 -0.1 0.2 0.4
H 2.9024 -1.0537 -3.2835 -0.4 -0.3 -0.2
H 0.7723 3.5609 -0.0650 -0.2 -0.5 0.5
O -4.7051 -3.2157 1.1824 -0.2 -0.3 -0.2
H 2.9112 -3.3086 1.3174 0.1 0.2 0.1
O 0.9631 -5.6260 -2.4478 -0.4 0.4 -0.3
O 0.2325 -2.1802 0.9753 0.6 2.0 -1.0
H -1.5542 -1.1651 -1.9600 -0.1 0.0 0.0
H -2.0107 0.5229 1.5503 0.3 -0.3 0.1
H -0.0974 -3.3358 -3.0535 0.1 0.1 0.1
F 1.5565 1.1690 0.2077 -0.4 0.5 -0.2
C 0.8486 -4.6098 -1.7771 1.3 -0.7 1.7
C 3.6265 0.4021 -4.5287 0.5 -0.4 -1.5
N 1.2739 -4.4920 -0.4753 -0.2 -0.8 -0.9
H -1.7797 -3.5630 0.0176 0.1 -0.6 -0.3
C 0.4648 -4.2224 4.1780 1.1 -0.9 0.2
F 2.5516 -0.7103 0.4130 0.4 0.1 -0.7
H -2.3825 -3.0397 -2.4258 -0.5 -1.0 -0.2
N -0.2486 3.0172 -2.5817 0.0 0.0 0.9
N -2.7372 -2.2721 1.7289 1.2 1.7 1.4
N -1.3576 3.4622 3.1649 -0.2 -0.6 -0.1
H 2.0550 -0.8070 -4.8201 -0.3 0.0 0.5
N -4.7840 4.3125 -0.4245 -0.3 -0.5 0.1
H -2.9098 -3.5595 -4.0884 0.0 -0.2 0.5
N 2.7856 -0.5857 -4.1649 -0.4 -0.1 0.3
H -3.1161 -1.5609 2.3279 -0.3 -0.3 -0.2
N 2.6272 -0.0971 4.1070 -0.8 -0.6 -0.4
H -2.1987 1.4309 -1.3925 0.2 -0.1 0.1
H -4.1992 2.3820 2.4128 0.1 -0.5 0.2
H 1.9268 3.0179 -3.7508 -0.3 0.0 0.3
O -2.4252 -1.3358 -5.0180 0.2 -0.6 0.8
H -0.6649 -4.9888 2.7975 0.2 0.0 -0.7
N 3.8742 -3.5734 1.4546 -0.2 -0.1 0.4
H 0.1595 4.3422 1.4126 0.4 -0.9 -0.1
N 5.5267 -5.0664 1.5496 2.8 -1.1 0.8
H 0.8332 -2.3453 3.6442 0.4 0.2 0.2
H 3.3085 -0.7047 4.5254 -0.1 0.0 0.0
H 0.2299 -0.4402 1.8484 0.1 1.2 0.0
O -2.8875 4.4843 1.7925 0.0 -0.8 -0.3
H 1.5082 -2.7613 5.2127 -0.2 -0.1 0.0
N 1.1609 2.6406 -4.2805 1.5 -0.2 -1.3
N 0.1388 6.6121 0.5344 0.2 -0.1 0.1
O -0.8616 -0.3755 0.0429 0.0 1.0 1.5
H -1.0452 1.7382 0.6766 1.4 -0.5 0.3
C 2.8860 1.2386 4.1434 2.6 -2.3 1.8
N -1.7355 -0.8577 -2.9024 0.4 0.0 0.8
N 0.3550 -3.4190 -2.1566 -1.1 0.9 -1.7
H 0.9496 -3.6587 -0.0093 0.4 0.0 0.8
H 1.4599 2.1200 -5.0923 -0.1 0.0 0.0
H 1.0144 1.6046 3.4151 0.2 -0.2 -0.2
H -4.0534 4.1136 0.2435 -0.8 -0.1 0.8
N -2.7287 -3.8559 0.1899 -1.0 -0.2 -0.1
H 5.0082 -0.5383 -3.4425 0.7 0.2 0.0
H -1.5990 0.1328 -3.0480 0.0 -0.3 -0.8
H 0.1819 -3.5768 2.2295 -0.2 0.2 -0.1
H -2.6150 5.0660 -0.7718 0.4 0.1 -0.2
H -3.2370 0.2096 -0.5811 0.4 -0.3 -0.4
C -1.5145 0.7503 0.6037 -1.7 0.3 -1.9
C -2.5660 1.0600 -0.4412 -2.0 0.0 0.8
N 1.9247 1.9807 3.6159 -1.5 2.2 -0.7
H 0.4694 -2.6143 -1.5660 -0.1 0.0 -0.1
C -2.2268 -1.7040 -3.8530 -0.2 2.7 -2.1
F 1.2201 -0.3569 -1.3194 0.6 0.2 0.0
H -3.2397 -4.6197 -0.2192 0.6 0.0 -0.4
N -2.5022 -2.9313 -3.4195 0.2 -0.7 0.7
O 3.4704 -5.7660 0.9100 0.9 0.7 1.2
H 6.1784 -4.4066 1.9383 -0.5 0.4 0.0
O -0.9206 1.7734 -4.3917 0.2 -0.3 0.5
C -0.0573 2.3982 -3.7909 -1.1 0.6 0.2
H -1.7474 -2.2414 1.5346 0.4 0.1 0.0
H 0.2939 3.8445 -2.3666 -0.1 0.0 -0.1
N 0.1214 -4.3577 2.8700 -1.3 -1.5 0.5
H 1.6892 -0.4237 3.9528 0.2 -0.3 -0.1
```
Forces are in eV/Å.

## Properties
HOMO-LUMO gap = 7.57 eV
Calculated total energy = -3084.3974 hartree
LUMO = 0.80 eV
Charge = -1
Max |F| = 0.076 Eh/bohr
HOMO = -6.77 eV
ΔE to the lowest compared entry with this formula, charge and spin = 148.0 kJ/mol


Below is 10 unconnected molecules or ions with the total composition C15H50N8O10 at a distorted geometry, with properties calculated with wB97M-V/def2-TZVPD.

Geometry as XYZ:
```
83
Properties=species:S:1:pos:R:3:forces:R:3
C -1.2803 -2.9965 2.7133 -6.0 0.0 2.6
C -4.8693 -2.7185 0.8303 0.3 -8.3 4.1
H 2.8597 4.2465 -0.9577 1.0 0.7 0.8
H -1.5333 -0.5385 -0.2237 2.0 2.4 1.0
H -3.0573 -1.3135 0.3063 1.6 0.3 -1.9
H 3.0407 3.6995 1.5173 0.3 0.0 0.1
C 3.4107 -0.2635 -3.2757 -0.3 -1.6 -0.3
H -0.8713 0.4065 3.4953 0.4 -0.2 0.5
H 1.2697 -2.9285 -0.6757 -0.4 0.3 -0.2
H 2.2977 5.6395 0.0903 0.6 0.7 0.5
H 2.0787 2.5645 0.5173 -0.1 0.5 0.3
H 0.1297 -2.7935 1.2643 -0.3 0.1 -0.1
O -2.8923 1.7345 0.1733 2.2 4.8 -0.5
H -0.3833 1.0785 -5.0457 -0.2 -0.4 0.6
H 1.3997 1.3355 -2.3837 -1.4 0.7 -1.1
H 3.0407 -0.6615 -1.2427 0.2 0.2 0.8
H -0.6953 -0.6425 -4.4827 0.0 1.4 0.5
N -2.2073 -1.1955 -0.3627 -0.9 -0.6 0.9
H -0.5143 2.6655 -1.8917 0.4 -0.6 -1.3
O 4.9307 -0.2475 1.2023 0.7 -1.6 -0.7
H 1.2757 3.8575 1.5863 0.4 -0.6 -0.1
C 3.7727 1.0745 2.7103 -0.1 0.7 -0.5
H 2.8357 1.5815 2.9293 -0.2 -0.2 0.1
O 2.0847 1.0885 -1.7957 1.4 -0.7 1.9
C 2.1367 3.5855 0.9373 -1.1 1.3 -0.8
C -1.0813 0.5375 2.4513 -1.5 0.7 -0.4
H 2.8727 -3.0255 1.6753 -1.4 -1.2 -0.7
N -2.9403 4.0185 -0.2307 -4.9 2.7 -0.4
O -4.8473 -3.9315 1.4553 -0.8 6.1 -3.9
H -1.5753 1.5135 2.3563 0.3 -0.1 -0.1
C -1.9473 -2.0295 -1.3467 3.6 -0.3 -2.9
N -3.0273 -2.6345 -1.7327 -3.1 -2.1 -0.6
H 4.4567 1.8465 2.3333 -0.1 -0.2 0.0
N -5.3793 -2.4225 -0.3447 -4.6 -0.1 -3.0
H -1.4633 -2.2255 0.9483 0.3 0.1 -0.4
H 3.7867 -1.2755 -3.4647 -0.2 -0.2 0.1
C 3.6357 0.0095 1.6553 -0.6 2.1 -0.9
H 0.6047 -0.6165 1.8363 -0.3 1.0 0.1
N -0.8423 -2.7595 1.5413 0.5 1.1 -2.7
H 1.3917 -4.2135 1.2973 0.5 -0.2 0.6
C -0.2713 0.3745 -4.1897 -2.2 -0.7 -0.9
H 1.2417 4.6655 -1.9077 -0.2 -0.1 -0.2
H -0.8353 -4.0845 4.3163 0.0 0.1 0.3
C -0.8983 0.9565 -2.8907 1.1 0.7 -1.9
H 2.7857 -4.0885 0.2523 1.2 -1.3 -0.8
O 0.9957 4.5755 -0.9887 -2.3 0.3 -0.5
H -2.8673 -3.1325 -2.5727 -0.4 -0.9 -0.5
C 2.1377 4.6345 -0.2227 1.9 -2.6 -0.2
H -3.5483 -1.9405 2.0533 -0.2 -0.1 -0.1
H 1.6337 -0.9225 -2.2207 0.2 0.4 0.0
H -0.5153 3.9685 -0.1517 -0.6 -0.9 -0.2
H -2.6093 4.9625 -0.0227 -0.1 -0.8 -0.3
H -3.9783 -2.6145 -1.2227 2.2 -0.1 -1.6
C 2.1857 -3.5625 0.9223 0.0 2.0 0.8
H 0.8667 1.1375 1.9303 0.2 0.3 -0.3
N -0.4303 -3.6115 3.5313 0.8 -0.8 2.0
H 4.1947 0.6855 3.6053 0.3 -0.4 0.9
H 0.7597 0.1395 -4.1457 1.2 0.1 0.6
H -5.4553 -1.3985 -0.5757 -0.1 -1.7 0.3
O -0.1063 0.3845 0.2443 -0.9 1.2 -0.6
H -3.9913 3.8885 -0.3517 2.2 0.4 0.5
O 1.5477 -2.5335 0.1593 0.4 0.2 0.1
O -2.5863 -2.7445 3.0583 5.7 -0.9 -0.7
H -0.6683 0.2575 -2.0967 0.1 0.3 0.4
C -2.2833 2.9245 0.0273 -2.9 -6.5 0.2
H 3.0277 0.4325 0.8223 0.2 -0.2 0.3
H 0.5627 -3.7825 3.3643 -0.9 0.2 -0.3
N -4.1423 -1.7235 1.1973 1.4 4.6 4.8
O -0.8093 -2.2455 -2.0397 -3.3 1.3 3.0
H 4.9097 -1.0915 0.7033 0.2 0.8 0.3
N -0.9963 3.0575 -0.0797 3.4 0.2 0.8
H -6.2163 -3.0035 -0.5257 0.7 0.7 -0.5
H -1.9883 1.0905 -2.9677 0.4 -0.1 0.0
C 2.4977 -0.2395 -2.0657 -0.1 -0.2 -1.2
H 2.9027 0.0105 -4.1797 -0.4 0.4 -0.5
H 0.6127 0.0535 -0.2807 1.0 -0.2 -0.1
H -4.5853 -0.7665 1.1943 0.7 -1.4 0.0
O -0.2443 2.2885 -2.7827 -1.0 -0.8 1.6
H 4.2957 0.3105 -3.1947 0.7 1.0 0.4
C 0.1397 0.3925 1.6083 1.6 -2.3 1.5
H 3.1107 -0.8475 1.9893 -0.4 -1.1 0.6
H -0.4093 2.2535 0.1293 -0.2 0.0 0.0
H -1.8733 -0.1625 2.1983 0.1 -0.3 -0.1
```
Forces are in eV/Å.

## Properties
HOMO-LUMO gap = 9.29 eV
Calculated total energy = -1791.8842 hartree
LUMO = 0.43 eV
Max |F| = 0.180 Eh/bohr
HOMO = -8.86 eV
SMILES string = NC(N)=O.NC(N)=O.NC(N)=O.NC(N)=O.CCO.CCO.CCO.CCO.CCO.CO
ΔE to the lowest compared entry with this formula, charge and spin = 16.4 kJ/mol


Which of these has the lowest LUMO? C15H50N8O10